Arrangement P

DFT (the ωB97M-V functional and the def2-TZVPD basis) results for C5H11NO2 as an isolated structure.

XYZ file:
```
19
Properties=species:S:1:pos:R:3
C -1.1673 0.6344 0.7135
C 0.8090 -1.1556 0.6537
C -1.8389 0.8699 2.0422
N 1.6365 0.1827 -2.8322
C 0.9651 -0.1878 -1.6771
C 1.5334 -0.6376 -0.5555
O -0.5978 -0.8933 0.7121
O -1.9549 0.3988 -0.3410
H -1.5089 -0.7321 -0.2312
H -0.2875 1.2651 0.5236
H 1.1670 0.8566 -3.4164
H 2.6259 0.3560 -2.7412
H 1.2550 -0.7392 1.5654
H 0.9068 -2.2444 0.7329
H -0.1135 -0.1289 -1.7655
H 2.6164 -0.6490 -0.4648
H -2.5784 0.0921 2.2266
H -1.1120 0.8817 2.8544
H -2.3559 1.8304 2.0004
```

Calculated values
E_LUMO = 1.0 eV

Here are the Löwdin charges for atoms 1 to 2, given in e:
1. C -0.42
2. C -0.21

***

Arrangement Q

DFT (the ωB97M-V functional and the def2-TZVPD basis) results for one molecule with the formula C5H11NO2.

XYZ file:
```
19
Properties=species:S:1:pos:R:3
C 1.1314 1.8139 -1.4913
C 1.2362 0.3257 -1.0081
C 0.0036 -0.0159 -0.1306
C -1.1849 -0.4862 -0.9262
O -2.1353 0.2518 -1.0691
N 0.4204 -0.8633 0.9978
C -0.4167 -0.8088 2.1467
O -1.5128 -1.7490 2.0801
H 1.6866 2.4153 -0.7783
H 0.0707 1.9636 -1.7293
H 1.4794 1.8938 -2.5230
H 2.1105 0.0847 -0.4159
H 1.2253 -0.1828 -1.9786
H -0.3130 0.9224 0.3408
H -1.2769 -1.4773 -1.3836
H 0.4484 -1.8337 0.6899
H 0.0884 -1.1384 3.0611
H -0.7596 0.2051 2.3749
H -2.3017 -1.3211 1.7428
```

Calculated values
structure (SMILES) = CC[C@@H](C=O)NCO
E_LUMO = 0.9 eV

Here are the Löwdin charges for atoms 1 to 2, given in e:
1. C -0.09
2. C -0.18

***

The structure with the greatest stability is arrangement Q.

***

Arrangement P

DFT (the ωB97M-V functional and the def2-TZVPD basis) results for C5H11NO2 as an isolated structure.

XYZ file:
```
19
Properties=species:S:1:pos:R:3
C 1.9864 -1.8936 -0.3159
C 0.6254 0.0981 -0.7363
C -0.7717 0.7766 -0.9052
C -1.7096 0.3852 0.3081
C -1.0992 1.1412 1.5154
H 2.9003 -1.7319 -0.9443
H 2.6369 -1.4424 0.8153
H 1.8694 -2.9338 -0.1212
H 0.2645 -1.8106 -1.3902
H 1.2163 0.3101 -1.6080
H 1.3975 0.5203 0.1732
H -1.1973 0.3429 -2.0304
H -0.7509 1.8705 -1.0411
H -1.6334 -0.8160 0.4486
H -2.8170 0.6844 -0.0572
H -1.4639 2.5916 2.4723
N 0.6565 -1.2751 -0.4896
O -1.8119 2.3958 1.6376
O -0.2981 0.7866 2.2688
```

Calculated values
E_LUMO = 0.9 eV

Here are the Löwdin charges for atoms 1 to 2, given in e:
1. C -0.17
2. C -0.35

***

Arrangement Q

DFT (the ωB97M-V functional and the def2-TZVPD basis) results for one molecule with the formula C5H11NO2.

XYZ file:
```
19
Properties=species:S:1:pos:R:3
C -1.1341 1.4355 1.2808
C -0.5167 0.1093 0.9362
O -0.8964 -0.9403 1.4048
C 0.8239 0.2196 0.1257
C 1.7254 -0.9807 0.3877
C 0.3301 0.3016 -1.3203
N -1.0787 -0.2359 -1.3018
O -1.0733 -1.6600 -1.2805
H -0.5914 1.8597 2.1228
H -2.1716 1.2937 1.5750
H -1.0653 2.1248 0.4455
H 1.3288 1.1470 0.4036
H 2.5845 -0.9630 -0.2773
H 1.1870 -1.9086 0.2214
H 2.0682 -0.9735 1.4188
H 0.2481 1.3363 -1.6566
H 0.9623 -0.2797 -2.0027
H -1.5894 0.0038 -2.1497
H -1.1414 -1.8895 -0.3334
```

Calculated values
structure (SMILES) = CC(=O)[C@@H](C)CNO
E_LUMO = 0.9 eV

Here are the Löwdin charges for atoms 1 to 2, given in e:
1. C -0.01
2. C -0.45

***

Arrangement R

DFT (the ωB97M-V functional and the def2-TZVPD basis) results for a 2-piece molecular cluster, C5H11NO2 overall.

XYZ file:
```
19
Properties=species:S:1:pos:R:3
N -0.5246 1.2192 1.2298
C -0.9313 1.1602 -0.1128
O -0.5047 2.2034 -0.8962
C -1.9777 0.4223 -0.5363
O -2.4928 -0.5821 0.2764
H -0.9486 0.4672 1.7578
H 0.4862 1.1751 1.3184
H -0.0749 2.8480 -0.3215
H -2.4411 0.5976 -1.4933
H -3.4071 -0.7447 0.0275
C 2.3491 0.0510 -0.0495
C 1.3058 -0.6096 -0.5514
C 0.7634 -1.8738 0.0351
H 2.7168 0.9700 -0.4756
H 2.8679 -0.3045 0.8288
H 0.9727 -0.4085 -1.5695
H 0.9780 -2.7155 -0.6222
H -0.3198 -1.8085 0.1339
H 1.1829 -2.0669 1.0203
```

Calculated values
structure (SMILES) = N/C(O)=C\O.C=CC
E_LUMO = 0.8 eV

Here are the Löwdin charges for atoms 1 to 2, given in e:
1. N 0.12
2. C -0.47

***

The structure with the greatest stability is arrangement Q.

***

Arrangement P

DFT (the ωB97M-V functional and the def2-TZVPD basis) results for one molecule with the formula C5H11NO2.

XYZ file:
```
19
Properties=species:S:1:pos:R:3
C -0.4584 -1.6195 0.0945
C -0.1404 -0.1501 -0.2205
C 1.1427 -0.0508 -1.0531
C -1.3703 0.4190 -1.0923
N -0.0271 0.6337 1.0111
O -0.4302 1.9784 0.9657
C 0.8619 0.3174 2.1066
O 1.7374 -0.5324 2.1414
H -1.3333 -1.6992 0.7480
H 0.3768 -2.1171 0.5969
H -0.6661 -2.1804 -0.8236
H 1.0538 -0.6177 -1.9855
H 1.3582 0.9905 -1.3176
H 2.0128 -0.4400 -0.5141
H -1.0941 1.3517 -1.5941
H -1.6750 -0.2839 -1.8737
H -2.2530 0.6224 -0.4781
H 0.1906 2.3749 0.3264
H 0.7137 1.0031 2.9620
```

Calculated values
structure (SMILES) = CC(C)(C)N(O)C=O
E_LUMO = 0.7 eV

Here are the Löwdin charges for atoms 1 to 2, given in e:
1. C -0.05
2. C -0.54

***

Arrangement Q

DFT (the ωB97M-V functional and the def2-TZVPD basis) results for one molecule with the formula C5H11NO2.

XYZ file:
```
19
Properties=species:S:1:pos:R:3
O 2.5377 -0.2315 -0.7027
C 2.3174 0.5978 0.1261
C 1.0674 0.8449 0.8787
N 0.1892 -0.2709 1.2127
C -0.0778 -1.2549 0.1305
C -0.7255 -0.5968 -1.0854
C -1.7310 0.4877 -0.7195
O -2.6199 0.0880 0.3080
H 3.1037 1.3541 0.3388
H 1.0269 1.6104 1.6312
H 1.0291 1.2292 -0.2095
H 0.6658 -0.7467 1.9722
H 0.8266 -1.7921 -0.1415
H -0.7927 -1.9639 0.5462
H -1.2070 -1.3764 -1.6744
H 0.0545 -0.1578 -1.6940
H -2.3562 0.7571 -1.5738
H -1.2232 1.4136 -0.4418
H -2.0852 0.0083 1.0982
```

Calculated values
structure (SMILES) = O=CCNCCCO
E_LUMO = 0.7 eV

Here are the Löwdin charges for atoms 1 to 2, given in e:
1. O 0.04
2. C -0.34

***

Arrangement R

DFT (the ωB97M-V functional and the def2-TZVPD basis) results for a 3-piece molecular cluster, C5H11NO2 overall.

XYZ file:
```
19
Properties=species:S:1:pos:R:3
C 0.8694 0.6213 0.0505
C -0.2272 -0.1884 0.2466
C 0.0387 -0.4972 -2.1950
C -0.1235 -1.5541 0.8452
C -0.2845 1.0630 2.0911
O 0.8697 1.7632 -0.5896
O -0.5915 0.7952 -2.4340
N -0.2399 0.6444 3.2626
H 0.1734 1.7008 -1.3167
H -0.6048 1.0248 -3.3712
H 1.8323 0.3389 0.4667
H -1.1875 0.1553 -0.1104
H 0.1434 -0.2992 3.3676
H 0.9737 -0.5949 -2.7490
H -0.6649 -1.3065 -2.3955
H -0.6755 2.0626 1.8561
H -0.2817 -2.3056 0.0722
H 0.8611 -1.7262 1.2849
H -0.8808 -1.6974 1.6180
```

Calculated values
E_LUMO (alpha / beta) = 0.6 / 0.8 eV

Here are the Löwdin charges for atoms 1 to 2, given in e:
1. C -0.25
2. C -0.23

***

The structure with the greatest stability is arrangement P.

***

Arrangement P

DFT (the ωB97M-V functional and the def2-TZVPD basis) results for a 2-piece molecular cluster, C5H11NO2 overall.

XYZ file:
```
19
Properties=species:S:1:pos:R:3
C -0.1108 -2.0945 -1.3125
C -1.5316 -1.5057 -1.1958
O -2.2105 -1.4102 -0.1953
O -2.0257 -1.0824 -2.4214
H 0.5292 -1.4287 -1.9319
H -0.1146 -3.0604 -1.8705
H 0.3816 -2.1257 -0.3419
H -2.9467 -0.7717 -2.2992
C 0.2040 0.4767 1.7386
N 1.2554 1.0776 2.1251
C 1.5178 2.3269 1.4040
C 2.6651 2.0760 0.3608
H -0.4770 0.8753 0.9553
H 0.0309 -0.5075 2.2077
H 0.5895 2.6468 0.9320
H 1.8009 3.0993 2.1532
H 2.8595 2.9382 -0.3499
H 3.6358 1.8616 0.8865
H 2.3452 1.1946 -0.2530
```

Calculated values
structure (SMILES) = CC(=O)O.C=NCC
E_LUMO = 0.6 eV

Here are the Löwdin charges for atoms 1 to 2, given in e:
1. C 0.01
2. C -0.52

***

Arrangement Q

DFT (the ωB97M-V functional and the def2-TZVPD basis) results for a 2-piece molecular cluster, C5H11NO2 overall.

XYZ file:
```
19
Properties=species:S:1:pos:R:3
O 1.0231 -0.2402 -2.6232
C 0.0560 -0.3515 -1.9040
N 0.1360 -0.0959 -0.5502
C 1.3942 -0.0810 0.2116
C 0.9426 -0.6635 1.5613
C -0.5196 -1.0402 1.4905
C -1.0541 -0.2545 0.2663
H -0.9312 -0.6661 -2.2686
H 1.7126 0.9576 0.3375
H 2.1088 -0.6139 -0.4086
H 1.1437 0.0519 2.3667
H 1.5840 -1.4707 1.9351
H -0.7347 -2.1100 1.4006
H -1.1532 -0.8446 2.3602
H -1.8308 -0.8314 -0.2353
H -1.4932 0.7013 0.5563
O -1.1189 2.4723 -1.3123
H -0.2446 2.1573 -1.0438
H -1.0207 2.9231 -2.1402
```

Calculated values
structure (SMILES) = O=CN1CCCC1.O
E_LUMO = 0.8 eV

Here are the Löwdin charges for atoms 1 to 2, given in e:
1. O 0.02
2. C -0.33

***

The structure with the greatest stability is arrangement Q.

***

Arrangement P

DFT (the ωB97M-V functional and the def2-TZVPD basis) results for a 2-piece molecular cluster, CH3PS overall.

XYZ file:
```
6
Properties=species:S:1:pos:R:3
C -2.5033 0.0435 0.4424
P -2.8189 -1.2981 -0.2217
S 2.5081 -0.9041 0.0312
H 1.7328 -1.9691 -0.5998
H 3.0982 -0.4716 -0.9707
H -2.1374 0.9341 0.9840
```

Calculated values
multiplicity = 3
E_LUMO (alpha / beta) = 0.4 / -2.9 eV

Here are the Löwdin charges for atoms 1 to 2, given in e:
1. C -0.55
2. P 0.59

***

Arrangement Q

DFT (the ωB97M-V functional and the def2-TZVPD basis) results for a 2-piece molecular cluster, CH3PS overall.

XYZ file:
```
6
Properties=species:S:1:pos:R:3
C -2.8141 0.4711 0.2261
P -1.7615 -0.4857 -0.4076
S 3.3015 -0.4127 -0.0360
H 2.0491 -1.1993 -0.1835
H 2.8526 0.7762 -0.4374
H -3.6276 0.8505 0.8384
```

Calculated values
multiplicity = 3
E_LUMO (alpha / beta) = 0.1 / -3.0 eV

Here are the Löwdin charges for atoms 1 to 2, given in e:
1. C -0.53
2. P 0.59

***

The structure with the greatest stability is arrangement Q.

***

Arrangement P

DFT (the ωB97M-V functional and the def2-TZVPD basis) results for C8H13N2 as an isolated structure.

XYZ file:
```
23
Properties=species:S:1:pos:R:3
C -1.3600 1.5714 0.5357
C -0.1641 1.0948 0.8422
C -2.3022 -1.1640 -0.0314
C -2.1292 0.7669 -0.4666
C -1.2209 -0.4048 -0.7779
C 2.6581 0.2823 -0.0956
C 0.4537 -1.2653 0.9534
C 1.3038 0.1120 -0.8336
N -3.1043 -0.2143 0.1045
N 0.1265 -0.1694 0.1140
H -1.7331 2.4909 0.8334
H 0.6277 1.5105 1.5230
H -2.6281 -2.2405 -0.0753
H -2.6536 1.3300 -1.3766
H -0.8567 -0.8175 -1.7694
H 2.6471 0.7837 0.9058
H 3.1932 -0.6186 0.0363
H 3.2484 0.9437 -0.7901
H 0.3450 -2.1515 0.4307
H 1.4203 -1.1121 1.3610
H -0.3026 -1.2951 1.6840
H 1.4160 -0.5694 -1.7591
H 1.0148 1.1363 -1.3484
```

Calculated values
charge = +1
E_LUMO = -3.2 eV

Here are the Löwdin charges for atoms 1 to 2, given in e:
1. C 0.03
2. C 0.00

***

Arrangement Q

DFT (the ωB97M-V functional and the def2-TZVPD basis) results for an isolated ion of composition C8H13N2 and charge +1.

XYZ file:
```
23
Properties=species:S:1:pos:R:3
C -1.7178 2.3507 -1.9071
C -1.4151 1.1057 -1.6755
C -0.0093 0.6784 -1.2710
C 0.3026 0.7071 0.1644
N 0.2346 1.8674 0.8219
C 0.6613 1.6922 2.1384
C 1.0678 0.4009 2.2299
C 0.8712 -0.2346 0.9591
C 1.2187 -1.6782 0.4778
N 0.3787 -2.8453 0.9628
H -2.5998 2.5639 -2.4373
H -1.0379 3.1794 -1.5787
H -2.1555 0.4182 -1.9832
H 0.7182 1.4685 -1.8742
H 0.1137 -0.3756 -1.6581
H -0.2784 2.6952 0.6520
H 0.9339 2.5409 2.8213
H 1.5061 -0.0352 3.0905
H 2.2284 -1.9671 0.5980
H 1.1678 -1.4237 -0.5078
H 0.7150 -3.8146 0.6261
H -0.6048 -2.7220 0.5710
H 0.4353 -2.9036 1.9597
```

Calculated values
charge = +1
structure (SMILES) = C=CCc1[nH]ccc1C[NH3+]
E_LUMO = -3.7 eV

Here are the Löwdin charges for atoms 1 to 2, given in e:
1. C 0.00
2. C -0.18

***

The structure with the greatest stability is arrangement Q.